Record 1
# C5H8O2

The molecule C5H8O2 (the ωB97M-V functional and the def2-TZVPD basis, OMol25).

## Properties
electronic energy: -345.6445 Eh
multiplicity: 1
Kohn-Sham gap: 9.574 eV
ΔE to the lowest compared entry with this formula, charge and spin: 100.7 kcal/mol

Last column: natural (NBO) charge in e.
Atoms and positions in Å:
O: 1.8579 0.6594 1.1041  -0.722
C: 1.1187 1.1064 -0.0029  -0.061
C: 0.5992 -0.0270 -0.8838  -0.448
C: -0.5246 -0.8397 -0.2486  0.102
O: -0.0358 -1.3596 0.9845  -0.728
C: -1.9470 1.2259 0.3300  0.254
C: -1.7893 -0.0191 -0.0229  -0.655
H: 1.3341 -0.0448 1.5153  0.487
H: 1.7876 1.7439 -0.5907  0.189
H: 0.2694 1.7539 0.3067  0.167
H: 1.4278 -0.7083 -1.1063  0.227
H: 0.2291 0.3792 -1.8317  0.223
H: -0.7827 -1.6735 -0.9165  0.186
H: -0.7807 -1.6883 1.5030  0.483
H: -2.7637 -0.5085 -0.1402  0.295

Forces on atoms 1 to 6 (eV/Å):
-0.08 -0.15 0.21
-0.21 0.17 -0.35
0.03 -0.02 -0.02
0.06 0.04 -0.27
-0.19 -0.18 0.17
0.06 -0.68 -0.20


Record 2
# C35H72F9N8O8S

A cluster of 5 separate species, C35H72F9N8O8S in total at a distorted geometry (the ωB97M-V functional and the def2-TZVPD basis, OMol25).

## Properties
electronic energy: -3712.8427 Eh
multiplicity: 1
Kohn-Sham gap: 4.379 eV
ΔE to the lowest compared entry with this formula, charge and spin: 250.1 kcal/mol
total charge: +1

Last column: Löwdin charge in e.
Atoms and positions in Å:
C: 2.7310 -3.2050 7.6785  -0.068
N: 3.0525 -2.9047 6.2293  -0.081
C: 2.7580 -1.3905 6.2326  -0.124
N: 3.6086 -0.3252 6.4096  0.029
N: 3.2524 1.0131 6.3662  0.013
C: 3.2016 1.3669 5.0187  -0.435
S: 3.5131 1.6482 3.3360  0.719
N: 1.2649 -1.2224 5.9883  0.011
C: 0.9524 -2.2185 4.8898  -0.110
C: 2.0863 -3.3905 5.1706  -0.258
C: 1.2946 -4.8166 5.3653  -0.086
C: 2.3113 -6.0114 4.7787  -0.038
C: 2.9399 -6.9561 5.9604  -0.182
F: 2.0420 -8.1675 6.0431  -0.008
F: 2.9360 -6.3583 7.3163  0.004
C: 4.4476 -7.5293 5.6694  -0.080
F: 4.9760 -7.9914 7.0084  0.019
F: 4.4017 -8.7914 4.8368  0.035
C: 5.5234 -6.4235 5.1230  -0.088
F: 6.8362 -6.7572 5.7967  0.032
F: 5.2306 -5.0183 5.5034  0.026
C: 5.8240 -6.4667 3.5143  -0.127
F: 6.1874 -5.0528 3.1225  0.015
F: 7.0624 -7.2695 3.2283  0.053
F: 4.6703 -6.8348 2.6632  0.051
H: 2.9089 -2.1857 8.2720  0.119
H: 3.4678 -3.9909 8.1361  0.117
H: 1.5953 -3.4561 7.8071  0.111
H: 4.6270 -0.5580 6.5716  0.208
H: 0.7522 -1.3598 6.9083  0.150
H: -0.1593 -2.5575 5.0995  0.150
H: 1.1247 -1.5966 3.9023  0.143
H: 2.7518 -3.2899 4.1857  0.166
H: 0.9207 -5.0304 6.4539  0.128
H: 0.3364 -4.7597 4.6629  0.133
H: 3.1087 -5.4402 4.1338  0.116
H: 1.6048 -6.7137 4.1259  0.126
C: -0.6448 -2.7161 -0.1337  -0.101
O: 0.5017 -1.9596 0.2474  -0.213
C: 1.2835 -1.5195 -0.8673  -0.202
C: 1.1582 0.0039 -1.0535  -0.206
N: -0.1764 0.3753 -1.5352  -0.047
C: -0.4484 1.8169 -1.4684  -0.188
C: -0.4367 2.4799 -0.0773  -0.207
O: -1.5078 2.0676 0.7777  -0.174
C: -1.2710 0.8522 1.4736  -0.105
H: -1.0617 -3.1752 0.7663  0.075
H: -1.4109 -2.0643 -0.5643  0.078
H: -0.3835 -3.5069 -0.8413  0.093
H: 1.0341 -2.0590 -1.7896  0.125
H: 2.3251 -1.7498 -0.6249  0.116
H: 1.9080 0.3396 -1.7768  0.124
H: 1.3758 0.4719 -0.0903  0.088
H: -0.8788 -0.1053 -0.9768  0.066
H: -1.4463 1.9624 -1.9002  0.118
H: 0.2563 2.3406 -2.1231  0.119
H: -0.5843 3.5552 -0.2323  0.121
H: 0.5308 2.3848 0.4349  0.103
H: -0.2150 0.7097 1.7243  0.076
H: -1.6440 0.0105 0.8875  0.069
H: -1.8437 0.8750 2.4039  0.088
C: -3.8797 7.4972 -5.7384  -0.105
O: -4.4963 6.4521 -4.9903  -0.194
C: -5.2170 5.5235 -5.8063  -0.203
C: -4.4939 4.1649 -5.8546  -0.205
N: -3.2504 4.2486 -6.6278  -0.053
C: -2.3832 3.0725 -6.4809  -0.193
C: -1.8402 2.7598 -5.0730  -0.221
O: -0.9028 3.7218 -4.5791  -0.189
C: -1.4939 4.8659 -3.9798  -0.105
H: -3.5315 8.2571 -5.0343  0.083
H: -3.0092 7.1194 -6.2829  0.069
H: -4.5851 7.9602 -6.4327  0.089
H: -5.4061 5.9143 -6.8140  0.121
H: -6.1882 5.3770 -5.3246  0.117
H: -5.1545 3.4233 -6.3149  0.120
H: -4.2993 3.8591 -4.8238  0.096
H: -2.7256 5.0679 -6.3286  0.071
H: -1.5237 3.2392 -7.1418  0.119
H: -2.9106 2.1938 -6.8672  0.116
H: -1.2821 1.8188 -5.1452  0.119
H: -2.6358 2.5763 -4.3375  0.104
H: -2.4388 4.6366 -3.4769  0.096
H: -1.6369 5.6455 -4.7300  0.064
H: -0.7969 5.2595 -3.2360  0.076
C: 1.5533 12.2286 -6.1159  -0.108
O: 2.3249 11.1603 -5.5726  -0.199
C: 2.5234 11.2691 -4.1597  -0.204
C: 1.7185 10.1906 -3.4115  -0.206
N: 0.2781 10.4601 -3.4727  -0.054
C: -0.5529 9.3356 -3.0236  -0.187
C: -0.4602 8.0193 -3.8197  -0.216
O: -0.9891 8.0986 -5.1472  -0.220
C: -0.0851 8.6197 -6.1108  -0.080
H: 1.6229 12.1763 -7.2054  0.091
H: 0.4997 12.1217 -5.8409  0.073
H: 1.9305 13.2002 -5.7873  0.087
H: 2.2951 12.2743 -3.7834  0.121
H: 3.5872 11.0869 -3.9816  0.118
H: 2.0360 10.1681 -2.3642  0.120
H: 1.9604 9.2261 -3.8648  0.097
H: 0.0200 10.6805 -4.4324  0.067
H: -1.5924 9.6828 -3.0705  0.119
H: -0.3363 9.1349 -1.9689  0.117
H: -1.0858 7.2843 -3.2996  0.094
H: 0.5527 7.5933 -3.8274  0.117
H: 0.9561 8.3598 -5.8949  0.093
H: -0.2040 9.7022 -6.1837  0.071
H: -0.3473 8.2012 -7.0855  0.092
C: -4.9414 -8.2967 0.9486  -0.107
O: -4.4336 -8.5650 2.2532  -0.201
C: -3.9136 -9.8906 2.3948  -0.200
C: -2.3793 -9.8636 2.5219  -0.203
N: -1.7445 -9.4913 1.2531  -0.052
C: -0.3148 -9.1793 1.3773  -0.187
C: 0.0787 -7.9868 2.2706  -0.230
O: -0.3271 -6.7128 1.7601  -0.192
C: -1.6688 -6.3579 2.0620  -0.097
H: -5.4922 -7.3534 0.9874  0.090
H: -4.1223 -8.1784 0.2330  0.073
H: -5.6205 -9.0852 0.6151  0.090
H: -4.2381 -10.5539 1.5832  0.123
H: -4.3270 -10.2874 3.3267  0.120
H: -2.0269 -10.8553 2.8230  0.124
H: -2.1274 -9.1541 3.3138  0.095
H: -2.2148 -8.6731 0.8718  0.066
H: 0.0440 -8.9698 0.3620  0.122
H: 0.2145 -10.0753 1.7186  0.120
H: 1.1743 -7.9543 2.2993  0.108
H: -0.2413 -8.1092 3.3147  0.105
H: -2.0002 -6.7493 3.0290  0.090
H: -2.3307 -6.6962 1.2630  0.074
H: -1.7341 -5.2676 2.0934  0.072

Forces on atoms 1 to 6 (eV/Å):
-0.08 0.60 1.70
-0.78 3.31 0.30
-2.02 -0.01 -0.06
-0.74 -5.30 -0.48
-0.82 2.45 -6.50
2.05 -0.87 -0.18


Record 3
# C23H17NO15

A cluster of 4 separate species, C23H17NO15 in total at a distorted geometry (the ωB97M-V functional and the def2-TZVPD basis, OMol25).

## Properties
electronic energy: -2069.9282 Eh
multiplicity: 1
SMILES string: O=C1C=C(O)C(=O)C=C1O.O=C1C=C(O)C(=O)C=C1O.O=C1C=C(O)C(=O)C=C1O.NCC1=CC(=O)OC1=O
Kohn-Sham gap: 7.939 eV

Last column: natural (NBO) charge in e.
Atoms and positions in Å:
O: -2.7983 3.3021 -0.7401  -0.528
C: -2.4984 2.2681 -1.3125  0.475
C: -3.2758 1.7386 -2.4381  -0.387
C: -2.9247 0.5941 -3.0282  0.366
O: -3.6360 0.0917 -4.0762  -0.654
C: -1.7407 -0.1857 -2.5681  0.455
O: -1.4604 -1.2368 -3.1191  -0.525
C: -0.9490 0.3558 -1.4584  -0.377
C: -1.2982 1.5022 -0.8704  0.294
O: -0.5712 2.0190 0.1602  -0.639
H: -4.1339 2.3128 -2.7608  0.243
H: -3.1835 -0.7390 -4.3222  0.502
H: -0.0814 -0.2110 -1.1453  0.270
H: -1.0275 2.8465 0.4103  0.504
O: -1.3289 -2.6662 2.2357  -0.548
C: -2.5091 -2.3735 2.1559  0.468
C: -2.9901 -1.2886 1.2952  -0.360
C: -4.2884 -0.9849 1.2457  0.302
O: -4.7491 0.0192 0.4482  -0.641
C: -5.2915 -1.7290 2.0595  0.471
O: -6.4674 -1.4124 2.0033  -0.522
C: -4.8133 -2.8304 2.9024  -0.388
C: -3.5147 -3.1361 2.9490  0.366
O: -3.0555 -4.1577 3.7245  -0.651
H: -2.2511 -0.7551 0.7115  0.249
H: -5.7161 0.0413 0.5906  0.507
H: -5.5534 -3.3740 3.4744  0.245
H: -2.0879 -4.1749 3.5853  0.503
O: 4.0690 1.1674 -1.2158  -0.526
C: 3.7599 2.2702 -1.6290  0.474
C: 3.3599 2.5057 -3.0205  -0.365
C: 3.0441 3.7333 -3.4382  0.301
O: 2.6683 3.9668 -4.7268  -0.638
C: 3.0885 4.9033 -2.5155  0.471
O: 2.8109 6.0137 -2.9372  -0.531
C: 3.4651 4.6645 -1.1189  -0.371
C: 3.7779 3.4358 -0.6991  0.308
O: 4.1271 3.1991 0.5961  -0.637
H: 3.3339 1.6487 -3.6802  0.245
H: 2.4949 4.9275 -4.7764  0.504
H: 3.4761 5.5192 -0.4558  0.245
H: 4.3081 2.2376 0.6491  0.515
N: 1.0288 -4.1803 2.5805  -0.832
C: 2.4069 -4.1591 1.9369  -0.248
C: 2.7541 -2.6188 1.6733  -0.067
C: 3.9902 -2.0724 2.1246  -0.267
C: 3.8658 -0.5428 1.6958  0.759
O: 4.7747 0.2695 1.9740  -0.539
O: 2.6360 -0.2024 1.0335  -0.480
C: 1.9445 -1.4594 0.9505  0.757
O: 0.8306 -1.6048 0.3789  -0.519
H: 1.1484 -4.2863 3.6094  0.351
H: 0.5878 -3.2426 2.4870  0.387
H: 3.1152 -4.5708 2.7548  0.209
H: 2.4537 -4.8162 0.9990  0.224
H: 4.8752 -2.5424 2.6576  0.269

Forces on atoms 1 to 6 (eV/Å):
0.35 -0.26 0.07
-0.66 0.32 -0.27
0.09 0.24 0.25
-1.02 0.02 -0.91
0.99 -0.05 0.89
0.61 -0.30 0.30


E_HOMO (computed, eV): -10.12, -9.64, -9.62
Lowest unoccupied orbital energy (computed, Ha): -0.020, -0.193, -0.062